This record from the Open Molecules 2025 dataset describes 9 unconnected molecules or ions with the total composition C31H51F18NO22P2 at a distorted geometry. The level of theory is ωB97M-V/def2-TZVPD.

Cartesian coordinates (Å):
P  -2.394421  -4.172013  -5.484972
P  -0.966165  -1.323329  0.734425
F  2.113086  2.252551  -3.491304
F  2.408809  6.254896  -1.665467
F  6.090739  3.359676  5.915557
F  4.382487  5.876381  -1.990986
F  -2.617036  -1.739226  6.831468
F  -5.316893  -2.720732  0.805963
F  -1.076608  -0.418553  6.006333
F  5.127783  3.561749  3.951043
F  2.439665  2.867441  -5.623955
F  0.306059  4.809089  -6.050006
F  2.938005  4.976422  -3.265008
F  -7.474005  -2.506005  0.944969
F  6.860293  2.270713  4.282746
F  -1.868655  -1.941535  4.837103
F  -1.426891  3.649308  -5.415279
F  1.652477  1.002234  -5.155965
F  -6.236981  -1.433058  2.343401
F  -1.626080  5.766686  -5.947314
O  2.816771  -5.378642  3.574104
O  0.801754  -2.432529  6.168610
O  -7.335449  -0.375303  -0.517929
O  -5.162791  0.061344  0.160593
O  3.548677  1.480491  4.584485
O  -1.073704  4.496647  -3.032009
O  -2.823414  -2.590496  -5.655591
O  -1.620124  -4.702330  -6.636177
O  2.104725  3.538995  -0.640488
O  4.142368  0.077795  -4.387274
O  4.883334  2.272940  -4.781626
O  -3.817241  -4.952917  -5.119698
O  3.009643  -3.333608  2.757512
O  -0.578146  -0.179695  -0.319094
O  -2.405186  -1.984769  0.255409
O  -1.654851  -4.145519  -4.044053
O  -0.714632  -3.479328  7.596346
O  4.306725  3.936566  -0.340300
O  5.180501  0.746232  5.976955
O  0.069929  -2.359608  0.824473
O  -0.094980  6.478837  -3.705134
O  -1.294829  -0.580974  2.095709
N  2.371912  -4.251803  3.199690
C  6.240381  1.980598  -4.524513
C  -6.297661  -1.847848  1.085589
C  4.514686  2.953246  0.697302
C  0.929521  -4.076767  3.481584
C  0.825222  -2.845322  9.379357
C  -4.920792  -4.965907  -6.033513
C  -0.368610  -2.530986  6.566065
C  3.927296  1.270040  -4.607038
C  -1.636443  3.707636  -0.830602
C  6.560626  1.852712  -3.045281
C  -2.234148  0.455223  2.155941
C  -2.619985  -2.524152  -0.979427
C  -6.153994  -0.651784  0.175437
C  3.184949  5.323794  -2.009463
C  -0.613572  5.354946  -3.911781
C  3.102971  4.149051  -0.974732
C  4.788035  1.503900  5.126041
C  -0.972861  4.795582  -1.642550
C  5.716160  2.700770  4.803287
C  -0.848215  4.855010  -5.358774
C  0.778235  0.317020  -0.448037
C  0.283019  -3.983531  8.468299
C  2.536073  1.870738  -4.714850
C  2.682714  0.342915  4.682727
C  -0.689847  -5.145841  -3.716653
C  4.408401  1.434895  0.297970
C  -7.422127  0.547891  -1.558703
C  -7.069835  -0.088981  -2.864417
C  -1.528207  -1.665768  6.065488
C  1.492283  0.673966  3.750725
C  -3.445549  -1.925712  -4.552664
H  0.068692  4.759910  -1.323197
H  -0.840458  -6.066482  -4.280428
H  1.114709  0.340846  -1.484530
H  -2.979731  -3.549446  -0.893037
H  -0.309170  -4.696953  9.041399
H  -1.933776  4.016973  0.171391
H  0.304753  -4.729148  -3.875543
H  -2.792765  -1.145275  -4.161665
H  -4.363552  -1.371090  -4.747023
H  -0.991281  2.842503  -0.677577
H  6.763175  2.808427  -5.003545
H  -2.887554  0.569412  1.290996
H  -3.328409  -1.938793  -1.565593
H  6.558032  1.097059  -5.078189
H  1.572411  -3.251710  10.061003
H  -1.705291  -2.585945  -1.569019
H  4.499933  0.725841  1.120745
H  0.752158  -3.002338  3.434173
H  0.954945  1.492288  4.230018
H  1.819867  0.915522  2.739566
H  -1.514752  5.726449  -1.475443
H  -1.827991  1.362374  2.603398
H  0.300476  -4.711932  2.857911
H  3.854569  3.170880  1.536934
H  0.073259  -2.420685  10.044450
H  0.741270  1.327322  -0.040568
H  5.485228  3.235566  1.105274
H  3.494016  1.230128  -0.258874
H  1.175800  -1.975264  8.824199
H  -7.139235  0.672988  -3.640755
H  -6.775605  1.412746  -1.409881
H  -8.439388  0.923249  -1.669923
H  -5.884734  -4.746185  -5.574570
H  7.612787  1.992537  -2.797295
H  2.289575  0.189646  5.687735
H  -5.081834  -5.960965  -6.448283
H  -2.957098  0.020175  2.845993
H  -7.767546  -0.905596  -3.050024
H  -4.737007  -4.251910  -6.836342
H  -6.075569  -0.534420  -2.831102
H  6.052807  2.659929  -2.517432
H  1.494132  -0.303316  0.091197
H  1.075813  -4.523808  7.950937
H  3.136326  -0.585053  4.334545
H  -0.921784  -5.350004  -2.671373
H  0.806636  -0.173346  3.742981
H  0.759882  -4.198472  4.551393
H  -3.664338  -2.531813  -3.673527
H  -2.501670  3.355679  -1.392398
H  6.268836  0.930669  -2.542481
H  5.265063  1.158473  -0.316702

Atomic forces in eV per Å
-0.7 0.4 0.0
-0.1 -1.3 -1.2
0.4 0.4 -0.3
-3.3 2.2 1.1
-0.9 -0.2 -0.3
1.7 -0.2 -0.1
0.4 0.1 0.1
-0.2 0.3 0.4
0.1 0.8 0.8
0.3 -0.1 0.3
0.7 0.2 1.1
-0.4 -0.1 0.4
-0.4 -0.8 -0.2
0.7 0.5 -0.1
-0.1 -0.3 -0.6
-0.4 -1.1 -1.3
0.1 0.4 -0.1
-0.3 -1.3 0.1
0.4 -0.1 0.2
-0.3 -0.3 -0.2
-0.4 2.5 -1.3
-3.8 0.2 0.8
1.3 -2.0 2.3
-1.8 -1.8 -0.1
1.9 1.0 -0.4
0.1 -0.5 -0.6
-0.2 -1.6 0.4
-1.1 0.7 1.5
0.8 1.2 -1.2
-0.6 3.4 -0.5
-2.8 -1.5 0.4
1.4 0.9 0.1
0.2 -0.2 -0.1
-0.7 -0.5 -0.1
1.6 2.6 2.8
-1.2 0.2 -1.8
-0.8 3.0 -3.3
-0.8 0.6 -1.9
-0.1 0.1 -0.9
-0.1 0.4 0.5
-1.7 -3.9 -0.5
1.2 -1.0 -1.3
0.3 -2.8 1.7
1.2 -0.7 -0.1
-0.9 -1.3 -0.1
-0.6 -0.9 0.9
-0.4 1.5 0.7
-0.5 -0.5 0.0
0.1 -0.1 -0.7
4.0 -3.1 2.2
3.1 -1.5 0.2
-0.4 -0.9 -0.5
-0.2 0.6 0.6
-2.2 -0.4 1.2
0.3 -0.9 -2.1
-0.4 3.8 -2.0
2.1 -1.5 -0.2
1.7 3.4 0.7
0.5 -2.2 2.6
-1.1 -1.1 1.9
0.0 0.0 1.3
-0.1 0.5 -0.1
0.5 0.3 0.0
-0.1 0.1 0.5
0.4 0.8 1.0
-1.3 0.5 -0.9
-1.3 -0.4 -0.8
-0.3 -0.2 0.5
0.6 1.1 -0.5
0.7 1.4 -1.0
0.1 -0.6 -0.2
-0.1 0.3 0.4
0.4 -0.2 1.1
0.2 0.8 1.2
0.1 0.9 -0.4
0.1 0.1 -0.2
-0.5 0.0 -0.1
-0.2 0.0 0.2
0.3 -0.1 0.2
-0.1 0.4 -0.2
0.0 -0.2 0.1
0.5 -0.1 -0.2
-0.1 -0.5 -1.0
0.1 0.0 -0.2
0.0 0.1 0.3
0.8 0.4 -0.6
-0.2 0.1 0.2
-0.2 -0.2 0.0
0.3 0.1 -0.3
0.1 0.0 -0.1
-0.3 0.5 0.5
-0.3 -0.2 -1.1
-0.1 0.3 -0.4
-0.1 0.0 0.1
0.6 0.3 0.0
0.2 0.0 -0.5
0.3 0.3 0.0
-0.5 0.0 -0.2
-0.5 -0.4 -0.1
0.4 0.0 -0.1
0.2 -0.3 -0.4
0.0 0.1 0.1
0.5 -0.4 -0.2
0.1 -0.2 -0.2
0.1 0.0 0.4
-0.1 -0.2 0.7
0.4 0.4 0.6
0.1 0.0 -0.5
0.4 0.2 0.2
0.5 -0.1 -0.1
-0.2 0.6 0.5
-0.1 0.1 -0.3
-0.2 -0.1 -0.1
0.2 0.2 -0.1
-0.1 0.1 0.1
-0.2 -0.1 0.2
0.0 0.2 -0.2
0.5 0.2 0.2
0.6 -0.1 0.0
0.1 -0.1 -0.2
0.3 -1.0 -0.1
0.1 -0.6 -0.4
-0.3 0.0 0.3
-0.2 -0.2 -0.5
-0.1 0.2 -0.4

Calculated values
SMILES: CCOC(=O)C(F)(F)F.CCOC(=O)C(F)(F)F.CCOC(=O)C(F)(F)F.CCOC(=O)C(F)(F)F.CCOC(=O)C(F)(F)F.CCOC(=O)C(F)(F)F.COP(=O)(OC)OC.COP(=O)(OC)OC.C[N+](=O)[O-]
charge: 0
Kohn-Sham gap: 10.6 eV
highest occupied orbital energy: -10.7 eV
M: 1193.646 g mol⁻¹
LUMO: -0.0867 eV
energy above the lowest of the compared OMol25 structures with the same formula, charge and spin: 62.5 kcal/mol

Here are the Mulliken charges for atoms 1 to 6, given in e: number 1, P, carries 0.81; number 2, P, carries -0.01; number 3, F, carries -0.05; number 4, F, carries -0.26; number 5, F, carries -0.26; number 6, F, carries -0.29


This record from the Open Molecules 2025 dataset describes a molecular structure, C31H52AsBrNOPRuSeSi4 at a distorted geometry. The level of theory is ωB97M-V/def2-TZVPD.

Cartesian coordinates (Å):
Ru  -0.376876  -1.242679  0.284414
Br  -0.235204  -3.735311  0.593625
Se  -3.233618  -1.780797  0.560252
As  -0.980239  1.176471  0.206549
P  2.166617  -1.290856  0.209116
Si  -5.305986  -0.977739  0.316512
Si  -0.590011  2.528863  2.116257
Si  -0.578261  -1.415650  -2.141192
Si  -1.433708  2.886041  -1.367553
O  -1.363308  -0.422527  2.946343
N  -0.128047  -0.780647  2.334278
C  4.052462  -4.881708  -0.451145
C  4.012507  0.138151  -1.491358
C  -2.409476  2.310189  -2.865865
C  -2.277379  3.000104  2.803866
C  2.856770  -1.318381  1.884324
C  3.042618  0.162810  -0.494293
C  2.981186  -2.723334  -0.590127
C  4.930602  -1.526374  3.152687
C  0.336590  4.113413  1.636946
C  -6.282221  -1.349860  1.885748
C  4.257774  -1.315806  1.970784
C  0.479407  -0.182641  -3.138329
C  -0.219577  -3.136841  -2.855311
C  3.492351  -3.774216  0.167279
C  0.705144  -1.294734  3.238263
C  3.009481  -2.828335  -1.980521
C  2.817929  -1.780399  4.277161
C  4.181004  -1.795360  4.318240
C  -2.357719  -1.143502  -2.746946
C  -6.156587  -1.819296  -1.138424
C  0.157880  3.674076  -2.016333
C  2.666489  1.400930  0.035097
C  -5.398061  0.881718  0.012124
C  4.570750  1.320320  -1.964590
C  4.111107  -4.958098  -1.835078
C  4.175987  2.541981  -1.445028
C  0.427125  1.862362  3.543527
C  3.225469  2.577533  -0.431741
C  -2.506975  4.253372  -0.627533
C  2.087469  -1.480649  3.085394
C  3.582164  -3.928711  -2.599579
H  4.350160  -0.804434  -1.899643
H  0.276669  -1.482281  4.217964
H  -6.198131  -2.408680  2.136370
H  -6.439637  1.213938  -0.040986
H  -0.054043  -3.057759  -3.935516
H  -7.342010  -1.101240  1.773491
H  5.318121  1.280493  -2.747719
H  -2.760340  4.973779  -1.409510
H  0.535025  4.440825  -1.338099
H  -2.837618  2.095341  3.047212
H  -4.900337  1.431093  0.814333
H  -3.363373  1.872254  -2.567651
H  2.562553  -2.051182  -2.586444
H  -4.909283  1.141576  -0.929779
H  -0.122106  1.104166  4.097330
H  0.395669  -0.413452  -4.205173
H  0.632735  -3.636909  -2.402467
H  0.136400  4.451780  0.622935
H  1.413574  3.961089  1.733655
H  4.691626  -2.002625  5.251242
H  4.607598  3.459435  -1.825008
H  2.250572  -1.964642  5.182698
H  0.648348  2.698896  4.213679
H  1.928609  1.427473  0.830045
H  4.433776  -5.695320  0.153163
H  6.012181  -1.508359  3.181459
H  -3.439258  3.836107  -0.240654
H  -2.360030  -0.947497  -3.825847
H  0.950157  2.934660  -2.144125
H  4.554064  -5.821271  -2.316176
H  -2.164325  3.594117  3.714658
H  -2.053350  -0.935326  2.475444
H  -2.615630  3.174946  -3.502680
H  -5.877911  -0.775657  2.721707
H  3.439885  -3.732211  1.246804
H  0.132804  0.840643  -2.985661
H  -0.030733  4.143299  -2.985102
H  1.536295  -0.201305  -2.868358
H  -2.860165  3.578589  2.086205
H  4.831191  -1.167806  1.061323
H  -2.927900  -2.052047  -2.549685
H  -1.871489  1.572429  -3.458168
H  -6.042240  -2.902188  -1.067513
H  3.595933  -3.989785  -3.680871
H  2.916519  3.526686  -0.012143
H  0.049284  4.915715  2.321945
H  -2.016554  4.791377  0.183584
H  1.374256  1.423103  3.223483
H  -1.092510  -3.768639  -2.680770
H  -7.224341  -1.582182  -1.171602
H  -2.861973  -0.329471  -2.233673
H  -5.702370  -1.495441  -2.077590

Atomic forces in eV per Å
0.0 -1.0 0.3
0.0 -0.1 0.0
0.2 0.0 0.1
-0.1 0.5 -0.2
0.2 0.1 0.1
0.0 0.2 0.0
0.0 0.2 0.5
-0.1 0.1 -0.6
-0.3 0.3 -0.3
0.0 -0.1 0.3
-0.1 0.1 0.0
0.0 0.0 0.0
0.0 0.0 0.0
0.0 -0.2 0.1
0.0 -0.1 -0.2
-0.1 0.0 -0.1
-0.1 0.1 0.0
0.0 0.0 -0.1
0.0 0.0 -0.1
-0.1 -0.1 -0.2
0.0 0.0 -0.1
0.0 0.0 0.1
0.0 -0.1 0.1
0.1 0.1 0.2
0.0 0.0 0.0
-0.1 0.1 0.0
0.0 0.0 0.1
0.0 0.0 0.0
0.0 0.0 0.0
0.1 0.1 0.0
0.0 0.0 0.1
0.0 -0.2 0.1
0.0 0.0 0.0
0.0 0.0 0.0
0.0 0.0 0.0
0.0 0.0 0.0
0.0 0.0 0.0
0.0 -0.1 -0.1
0.0 0.0 0.0
0.1 -0.2 0.2
0.0 0.0 -0.1
0.0 0.0 0.0
0.0 0.0 0.0
0.0 0.0 0.0
0.0 0.0 0.0
0.0 0.0 0.0
0.0 0.0 0.0
0.0 0.0 0.0
0.0 0.0 0.0
0.0 0.0 0.0
0.0 0.0 -0.1
0.0 0.0 0.0
0.0 0.0 0.0
0.0 0.0 0.0
0.0 0.0 0.0
0.0 0.0 0.0
0.0 0.1 0.0
0.0 0.0 0.0
0.0 0.0 0.0
0.0 0.1 0.1
0.0 0.0 0.0
0.0 0.0 0.0
0.0 0.0 0.0
0.0 0.0 0.0
0.0 0.1 -0.1
0.0 0.0 0.0
0.0 0.0 0.0
0.0 0.0 0.0
0.0 0.0 0.0
0.0 0.0 0.0
0.0 0.0 0.0
0.0 0.0 0.0
0.0 0.0 0.0
0.0 0.0 -0.1
0.0 0.1 0.0
0.0 0.0 0.0
0.0 0.0 0.0
0.0 0.0 0.0
-0.1 0.0 0.0
0.0 0.0 0.0
0.0 0.0 0.0
0.0 0.0 0.0
0.0 0.0 0.0
0.0 0.0 0.0
0.0 0.0 0.0
0.0 0.0 0.0
0.0 0.0 0.0
0.0 0.0 0.0
0.0 0.0 0.0
0.0 0.0 0.0
0.0 0.0 0.0
0.0 0.0 0.0
0.0 0.1 0.0
0.0 0.0 0.0

Calculated values
charge: -1
Kohn-Sham gap (spin up / spin down): 5.3 / 5.5 eV
multiplicity: 6
highest occupied orbital energy (spin up / spin down): -2.8 / -4.8 eV
M: 932.937 g mol⁻¹
LUMO (spin up / spin down): 2.5243 / 0.7025 eV
energy above the lowest of the compared OMol25 structures with the same formula, charge and spin: 4.6 kcal/mol

Here are the Mulliken charges for atoms 1 to 6, given in e: number 1, Ru, carries -0.19; number 2, Br, carries -0.63; number 3, Se, carries -0.32; number 4, As, carries 0.56; number 5, P, carries 1.76; number 6, Si, carries 0.50